1.
{
  "formula": "C24H19BBrCl2N8O2Sc",
  "method": "ωB97M-V/def2-TZVPD",
  "s_squared": 0.76,
  "charge": 1,
  "lumo_energy_ev": [-2.97, -4.94],
  "e_homo_ev": [-11.752, -11.684],
  "e_above_lowest_kcal_mol": 0.00,
  "gap_ev": [8.785, 6.745],
  "spin_multiplicity": 2,
  "species": ["Br", "Sc", "Cl", "Cl", "O", "O", "N", "N", "N", "N", "N", "N", "N", "N", "C", "C", "C", "C", "C", "C", "C", "C", "C", "C", "C", "C", "C", "C", "C", "C", "C", "C", "C", "C", "C", "C", "C", "C", "B", "H", "H", "H", "H", "H", "H", "H", "H", "H", "H", "H", "H", "H", "H", "H", "H", "H", "H", "H"],
  "positions_angstrom": [[0.24518, -3.09782, -1.61144], [0.10346, -0.24139, -0.91882], [1.64098, 1.04066, -5.48807], [3.16887, -1.23046, -4.42614], [0.33795, -0.16982, -3.06799], [2.00603, 0.33069, -1.74742], [-1.83474, -0.12591, 1.49060], [-0.94212, -0.96049, 0.90356], [-2.79087, 0.98940, -0.53807], [-4.54768, 1.79877, 1.65542], [-3.20743, 1.92300, 1.82191], [-0.96085, 2.13900, 0.72620], [0.16200, 1.65739, 0.13774], [-1.93270, 0.41109, -1.42153], [4.86121, -3.24808, -0.89350], [-2.55515, 0.38159, -2.60551], [1.90898, -1.54626, 0.51039], [-2.92571, 2.41859, 3.06067], [-3.81957, 0.94300, -2.49528], [1.02140, 2.67707, 0.03616], [-4.11270, 2.65510, 3.69778], [4.58742, -1.57001, 0.93169], [0.45272, 3.83517, 0.54823], [-2.40957, -0.74084, 2.53454], [-0.80979, 3.45048, 0.96150], [-1.86787, -2.00577, 2.65597], [-5.09211, 2.24551, 2.76979], [2.90795, -4.01848, -2.09337], [1.53718, 0.17844, -2.91776], [-3.92572, 1.32211, -1.16993], [4.30110, -4.03351, -1.86043], [2.47175, 0.37401, -4.09667], [2.65602, -2.41179, -0.29596], [-0.96018, -2.09740, 1.60984], [2.12738, -3.21493, -1.32443], [4.05766, -2.41255, -0.08090], [2.37560, -0.79555, 1.52985], [3.78609, -0.77856, 1.70474], [-2.23874, 1.25523, 0.88306], [-3.16655, -0.24345, 3.11819], [1.72406, -0.22201, 2.17769], [-6.16526, 2.26616, 2.87109], [-1.90972, 2.55446, 3.39371], [-1.60614, 4.02560, 1.40155], [-2.10603, -2.75342, 3.39088], [4.21129, -0.15327, 2.47824], [-4.72577, 1.78435, -0.61962], [2.47694, -4.62483, -2.87800], [3.28548, 1.03299, -3.81627], [-0.32383, -2.92145, 1.33298], [-4.55889, 1.05924, -3.26705], [0.89072, 4.81535, 0.60636], [-2.05635, -0.03146, -3.46641], [-4.26144, 3.06367, 4.68177], [4.92529, -4.66969, -2.47249], [5.65787, -1.57463, 1.09402], [5.93263, -3.25140, -0.73914], [1.99225, 2.51711, -0.40390]],
  "mulliken_spin": [0.023, 0.093, 0.000, 0.000, 0.002, -0.002, 0.016, -0.004, -0.001, 0.000, 0.000, 0.001, 0.002, 0.004, -0.002, 0.000, 0.634, 0.000, 0.000, 0.003, 0.000, -0.017, 0.000, 0.009, 0.000, -0.004, 0.000, 0.000, -0.004, 0.000, 0.005, 0.000, 0.115, -0.003, 0.001, 0.037, 0.016, 0.066, 0.004, 0.000, 0.016, 0.000, 0.000, 0.000, 0.000, 0.006, 0.000, -0.001, 0.000, -0.022, 0.000, 0.000, 0.000, 0.000, 0.000, 0.000, 0.003, 0.000]
}

---

2.
{
  "formula": "C28H60BrF4NO2Sb",
  "method": "ωB97M-V/def2-TZVPD",
  "charge": -1,
  "lumo_energy_ev": 2.00,
  "e_homo_ev": -4.087,
  "gap_ev": 6.089,
  "species": ["Sb", "Br", "F", "F", "F", "F", "O", "O", "N", "C", "C", "C", "C", "C", "C", "C", "C", "C", "C", "C", "C", "C", "C", "C", "C", "C", "C", "C", "C", "C", "C", "C", "C", "C", "C", "C", "C", "H", "H", "H", "H", "H", "H", "H", "H", "H", "H", "H", "H", "H", "H", "H", "H", "H", "H", "H", "H", "H", "H", "H", "H", "H", "H", "H", "H", "H", "H", "H", "H", "H", "H", "H", "H", "H", "H", "H", "H", "H", "H", "H", "H", "H", "H", "H", "H", "H", "H", "H", "H", "H", "H", "H", "H", "H", "H", "H", "H"],
  "positions_angstrom": [[2.12826, 3.45282, -2.26510], [5.89329, 7.99850, -1.74376], [1.69806, 3.41951, 0.72207], [1.14294, 7.37147, -5.36930], [-0.13508, 6.12689, -6.56304], [1.96832, 5.77311, -6.54681], [-5.54023, -5.74840, 5.80273], [-0.42368, -5.02581, 5.01117], [6.04726, 0.18076, -5.05146], [-3.61651, -3.36489, 1.92625], [3.90942, 1.48934, -4.83836], [-0.02922, 3.45014, -1.78384], [1.81868, 4.10413, -4.37511], [0.95484, 6.10484, -5.75614], [4.00021, 7.48457, -1.59126], [-3.58791, -4.42596, 4.24510], [0.01997, -7.30897, 5.65075], [-4.37102, -3.53017, 3.24960], [2.10956, 1.31841, -2.97801], [-3.05468, -0.20899, -0.00018], [3.79358, 6.03362, -1.98510], [-0.52975, 2.03887, -1.44121], [1.26462, -6.21396, 3.76192], [-1.92343, 0.79751, 0.30422], [-4.23140, -2.23304, 1.07835], [-6.69105, -4.95471, 5.98967], [0.72803, 5.16104, -4.59002], [3.46416, 0.84627, -3.52030], [-0.05826, -6.30899, 4.50699], [4.74234, 0.46774, -5.65027], [3.98807, 3.15321, 0.30185], [-3.46395, -0.90586, 1.31330], [-3.94150, -5.89123, 4.00514], [-1.85908, 2.01954, -0.65836], [2.40568, 5.55765, -1.56081], [2.61155, 2.77315, -0.17222], [-5.36210, -6.25592, 4.48728], [-3.24990, -6.56682, 4.50625], [1.55479, -7.17958, 3.34426], [0.77556, -7.00124, 6.37911], [1.69618, 6.26034, -2.00832], [0.26204, -4.74077, 5.62683], [-7.08091, -4.52259, 5.06838], [-3.90775, 0.24642, -0.49527], [-2.52964, -1.08256, 1.83937], [2.05912, -5.87223, 4.43124], [-2.68213, 1.88009, -1.35590], [2.79069, 4.38410, -4.77519], [1.19449, -5.48990, 2.94966], [-0.93367, -7.36141, 6.17814], [-5.28861, -2.10570, 1.28693], [-0.22115, 4.07528, -0.91372], [4.52003, 2.35616, -4.59893], [3.67862, 7.66709, -0.57353], [-2.56691, -3.18988, 2.14699], [5.92228, -0.46554, -4.28313], [0.22134, 1.53739, -0.83213], [1.51587, 3.22376, -4.93347], [1.84415, 0.63261, -2.17165], [4.20694, 0.98480, -2.73276], [4.17422, -0.45706, -5.63373], [4.58780, 5.41650, -1.57755], [4.11539, 2.81382, 1.33571], [-3.65143, -4.29958, 1.36483], [-0.98380, 0.25231, 0.35439], [-0.84761, -6.60618, 3.81455], [-0.67453, 3.82261, -2.58567], [-2.10996, 1.17414, 1.31163], [-2.61964, -1.00393, -0.60442], [-2.52273, -4.28563, 4.10676], [4.77883, 2.68826, -0.28079], [2.34392, 5.65841, -0.47599], [4.84960, 0.86131, -6.66140], [-3.92010, -6.06339, 2.92645], [-4.05257, -2.48528, 0.03696], [4.11876, 4.23010, 0.32644], [-4.03354, -0.20926, 1.92976], [3.44019, 8.14597, -2.24225], [-5.43501, -7.34218, 4.53551], [-3.81906, -4.08365, 5.25065], [1.31521, 1.22921, -3.72198], [-7.48046, -5.49642, 6.51847], [-5.34220, -3.97386, 3.04479], [3.88381, 3.42720, -2.59131], [-6.40739, -4.11723, 6.62900], [6.47416, 1.02877, -4.69847], [0.27391, -8.30667, 5.28836], [-4.49979, -2.55566, 3.72069], [-2.00770, 2.91907, -0.07033], [-0.65721, 1.44534, -2.34623], [3.91488, 5.98912, -3.06838], [3.07715, 1.77592, -5.47787], [3.39174, -0.23964, -3.66246], [0.49100, 5.74657, -3.70421], [-6.07281, -5.84804, 3.77105], [-0.18211, 4.62655, -4.84140], [2.43762, 1.70648, -0.02049]],
  "lowdin_charge": [1.372, 0.536, -0.149, 0.122, 0.093, 0.133, -0.192, -0.060, -0.017, -0.211, -0.232, -0.301, -0.309, -0.645, -0.615, -0.190, -0.063, -0.200, -0.343, -0.214, -0.441, -0.304, -0.061, -0.204, -0.192, -0.113, -0.168, -0.324, -0.501, -0.301, -0.139, -0.221, -0.169, -0.190, -0.321, -0.466, -0.225, 0.096, 0.079, 0.080, 0.044, 0.091, 0.081, 0.106, 0.099, 0.081, 0.093, 0.044, 0.081, 0.076, 0.104, 0.045, 0.085, 0.053, 0.104, 0.052, 0.064, 0.032, 0.035, 0.085, 0.096, 0.058, 0.065, 0.102, 0.105, 0.129, 0.045, 0.099, 0.105, 0.081, 0.062, 0.050, 0.094, 0.110, 0.093, 0.053, 0.108, 0.053, 0.114, 0.106, 0.042, 0.080, 0.096, -0.012, 0.084, 0.060, 0.079, 0.114, 0.099, 0.098, 0.090, 0.093, 0.090, 0.092, 0.102, 0.107, 0.075]
}

---

3.
{
  "formula": "C21H19N3O3S",
  "method": "ωB97M-V/def2-TZVPD",
  "lumo_energy_ev": 0.24,
  "smiles": "COc1ccccc1[C@@H]1CC(=O)NC(SCC(=O)Nc2ccccc2)=C1C#N",
  "e_homo_ev": -8.670,
  "e_above_lowest_kcal_mol": 46.60,
  "gap_ev": 8.906,
  "species": ["S", "O", "O", "O", "N", "N", "N", "C", "C", "C", "C", "C", "C", "C", "C", "C", "C", "C", "C", "C", "C", "C", "C", "C", "C", "C", "C", "C", "H", "H", "H", "H", "H", "H", "H", "H", "H", "H", "H", "H", "H", "H", "H", "H", "H", "H", "H"],
  "positions_angstrom": [[-0.02257, -2.91097, 1.24741], [-2.29063, -1.62608, -2.85565], [-3.25168, -0.48968, -0.21434], [2.30879, -2.09285, -0.56326], [2.93239, -0.51124, 0.95770], [0.57269, 0.59876, 2.63716], [-1.12704, -2.03173, -0.97309], [-2.02086, 1.50783, -0.07330], [-0.95424, 0.16933, -1.95774], [0.13492, 0.19280, 1.65237], [-0.52549, -1.59203, 0.17392], [3.91318, 1.65657, 0.76678], [-1.94977, 2.85636, 0.23626], [2.33477, -1.66259, 0.56775], [-4.26688, 2.89392, 0.81053], [-0.78565, 0.78287, -0.56191], [-3.06114, 3.55443, 0.67562], [4.55115, 2.64335, 0.04082], [3.87876, 0.24201, -1.18028], [4.51678, 1.23898, -1.89743], [-3.24640, 0.84111, 0.07727], [-0.37106, -0.27583, 0.44002], [-1.57266, -1.20796, -1.98163], [1.66632, -2.40144, 1.72377], [3.57410, 0.44878, 0.16055], [-4.36221, 1.54563, 0.51377], [4.85661, 2.43779, -1.29492], [-4.47963, -1.17737, -0.24686], [-5.19212, -0.69125, -0.91881], [-1.54044, 0.83075, -2.59665], [-1.35739, -3.01538, -1.03558], [1.62332, -1.81843, 2.64242], [-5.14358, 3.42354, 1.15172], [3.66799, 1.81751, 1.80711], [4.81062, 3.57541, 0.52014], [-4.24964, -2.16919, -0.63267], [3.61748, -0.68969, -1.65274], [2.18888, -3.34211, 1.90349], [2.80660, -0.22105, 1.91946], [-1.00501, 3.36962, 0.12793], [4.75187, 1.07176, -2.93789], [0.03560, 0.04798, -2.41061], [-2.98309, 4.60481, 0.90874], [-4.91394, -1.26654, 0.75386], [0.02037, 1.52545, -0.61794], [5.35721, 3.20843, -1.86117], [-5.31018, 1.04603, 0.63356]],
  "nbo_charge": [0.280, -0.581, -0.521, -0.611, -0.620, -0.380, -0.636, -0.093, -0.497, 0.315, 0.170, -0.265, -0.124, 0.676, -0.187, -0.216, -0.253, -0.194, -0.273, -0.190, 0.311, -0.301, 0.726, -0.614, 0.224, -0.285, -0.231, -0.249, 0.187, 0.248, 0.424, 0.239, 0.215, 0.216, 0.216, 0.206, 0.255, 0.260, 0.418, 0.205, 0.215, 0.249, 0.216, 0.181, 0.236, 0.214, 0.220]
}

---

4.
{
  "formula": "C6H13NO",
  "method": "ωB97M-V/def2-TZVPD",
  "lumo_energy_ev": 0.71,
  "smiles": "C=NC(=C)CCC.O",
  "e_homo_ev": -8.838,
  "e_above_lowest_kcal_mol": 59.92,
  "gap_ev": 9.550,
  "species": ["O", "N", "C", "C", "C", "C", "C", "C", "H", "H", "H", "H", "H", "H", "H", "H", "H", "H", "H", "H", "H"],
  "positions_angstrom": [[1.50779, 0.26307, 6.25487], [-0.35838, -2.00492, -1.37470], [0.50436, -0.12803, -2.53855], [-1.15363, 2.10893, -0.67295], [0.12953, 0.02938, -0.07139], [0.30686, -2.99583, -1.75756], [0.20093, -0.70946, -1.36974], [-1.23413, 0.70885, 0.02346], [1.35365, -3.05597, -2.08110], [0.42787, -0.59375, -3.51108], [0.30035, -0.72423, 0.72089], [-1.41251, 0.87694, 1.10247], [0.96042, 0.68587, 0.16353], [-2.02180, 0.03671, -0.29757], [1.00709, 0.60717, 5.52133], [-0.15371, -3.98179, -1.60551], [1.00358, 0.82670, -2.65596], [2.17553, 0.84955, 6.57003], [-0.21424, 2.56930, -0.39335], [-1.35108, 1.90576, -1.71657], [-1.97850, 2.72577, -0.31056]],
  "nbo_charge": [-0.951, -0.409, -0.465, -0.614, -0.445, -0.029, 0.152, -0.382, 0.155, 0.197, 0.214, 0.193, 0.219, 0.218, 0.476, 0.166, 0.200, 0.475, 0.204, 0.217, 0.208]
}

---

DFT total energy (computed, Ha): -5794.50445 -4521.70340 -1599.84620 -366.33841